1.
Computed, not measured: a 5-piece molecular cluster, CH12N2O4 overall at a distorted geometry, with wB97M-V/def2-TZVPD.

XYZ file:
```
19
CH12N2O4 | OMol25 | wB97M-V/def2-TZVPD
H -1.433 -1.331 -0.118
N -1.010 -0.948 -0.958
C 0.183 -1.426 -1.154
N 0.913 -0.799 -2.122
H 0.670 -2.182 -0.485
H 0.624 0.163 -2.378
H 1.889 -0.920 -1.985
O 2.091 1.922 1.027
H 2.063 2.297 0.140
H 2.057 0.998 1.107
O -1.088 -1.746 2.811
H -0.263 -1.951 3.247
H -0.758 -1.002 2.257
O 0.132 0.184 1.569
H -0.485 0.071 0.836
H 0.264 1.149 1.597
O -1.405 2.210 -1.900
H -2.171 1.680 -1.666
H -0.773 1.514 -2.097
```

DFT total energy (hartree): -455.739352
Lowest unoccupied orbital energy (eV): 0.220
Energy relative to the best compared isomer or geometry (same formula, charge and spin) (eV): 1.542
Frontier orbital gap (Ha): 0.3816
SMILES string: [H]/N=C/N.O.O.O.O

---

2.
Computed, not measured: a 5-piece molecular cluster, CH12NO4 overall at a distorted geometry, with wB97M-V/def2-TZVPD.

XYZ file:
```
18
CH12NO4 | OMol25 | wB97M-V/def2-TZVPD
C -0.814 1.580 -0.246
N -0.601 0.354 0.005
H -1.568 1.780 -1.004
H -0.447 2.442 0.295
H 0.273 -0.052 0.437
H -1.113 -0.260 -0.651
H -2.707 -1.690 -1.981
H -1.241 -2.248 -2.011
O -1.844 -1.675 -1.535
H 2.245 -1.211 0.609
H 2.477 0.106 1.329
O 1.770 -0.407 0.912
H -2.312 3.326 1.967
H -2.079 2.152 2.940
O -1.648 2.725 2.300
H 3.570 -1.623 -1.322
H 2.991 -3.073 -1.250
O 3.048 -2.227 -0.794
```

DFT total energy (hartree): -400.763931
Lowest unoccupied orbital energy (eV): -3.902
Net charge: +1
Energy relative to the best compared isomer or geometry (same formula, charge and spin) (eV): 0.423
Frontier orbital gap (Ha): 0.4111

---

3.
Computed, not measured: a 5-piece molecular cluster, CH12NO4 overall at a distorted geometry, with wB97M-V/def2-TZVPD.

XYZ file:
```
18
CH12NO4 | OMol25 | wB97M-V/def2-TZVPD
C 2.618 -0.087 -0.322
N 1.599 0.658 -0.114
H 3.058 -0.548 0.550
H 3.085 -0.012 -1.292
H 0.796 0.447 0.582
H 1.163 0.987 -0.975
H 2.153 2.972 -3.298
H 0.774 3.441 -3.087
O 1.369 2.742 -2.781
H -0.945 1.422 1.732
H -1.041 -0.160 1.658
O -0.492 0.613 1.473
H -2.987 -2.786 -1.432
H -1.781 -2.143 -1.904
O -2.100 -2.586 -1.102
H -3.040 -2.134 3.147
H -2.046 -1.117 3.952
O -2.184 -1.708 3.213
```

DFT total energy (hartree): -400.734673
Lowest unoccupied orbital energy (eV): -4.835
Net charge: +1
Energy relative to the best compared isomer or geometry (same formula, charge and spin) (eV): 1.219
Frontier orbital gap (Ha): 0.3451

---

Q: What is the DFT total energy in the second record?
A: -400.763931 hartree